Below is a 3-piece molecular cluster, C15H38FN3O10P3S overall at a distorted geometry, with properties calculated with the ωB97M-V functional and the def2-TZVPD basis.

```
71
Properties=species:S:1:pos:R:3:mulliken_charge:R:1
O -0.132 0.574 5.842 -0.44
P -0.137 1.405 4.375 0.63
O 1.235 2.379 4.196 -0.47
S -0.134 0.173 2.854 -0.24
N -1.605 2.382 4.262 -0.14
C -2.778 1.784 4.359 0.32
N -3.126 0.421 4.532 -0.23
C -4.289 0.302 3.564 -0.58
C -4.998 1.690 3.871 0.11
F -5.791 1.996 2.776 -0.28
N -3.944 2.651 4.282 -0.36
H 0.672 0.886 6.312 0.33
H 1.929 1.750 3.911 0.37
H -1.580 3.405 4.148 0.34
H -2.490 -0.284 4.136 0.25
H -5.089 -0.446 3.805 0.35
H -3.879 0.142 2.529 0.33
H -5.592 1.479 4.798 0.36
H -4.199 3.047 5.196 0.34
O 2.710 -4.814 -0.354 -0.73
P 1.284 -4.270 -0.420 1.09
O 0.687 -4.952 0.966 -0.32
C 1.020 -4.366 2.215 -0.57
C 0.262 -3.071 2.442 -0.63
O 0.707 -5.399 -1.499 -0.39
C 1.603 -6.032 -2.416 -0.39
C 2.093 -7.365 -1.880 -1.21
O -0.185 -3.423 -0.604 -0.25
C -0.336 -2.568 -1.754 -0.24
C -0.596 -3.326 -3.045 -1.05
H 2.101 -4.205 2.277 0.31
H 0.748 -5.086 2.989 0.34
H 0.591 -2.300 1.740 0.04
H 0.424 -2.699 3.456 0.45
H -0.809 -3.215 2.283 0.26
H 2.433 -5.369 -2.663 0.40
H 1.050 -6.200 -3.346 0.43
H 2.393 -7.308 -0.833 0.29
H 2.940 -7.727 -2.466 0.35
H 1.297 -8.112 -1.933 0.32
H 0.544 -1.923 -1.850 0.29
H -1.194 -1.925 -1.547 0.28
H 0.334 -3.721 -3.459 0.19
H -1.025 -2.666 -3.802 0.44
H -1.272 -4.167 -2.885 0.29
O 0.351 1.595 -2.136 -0.67
P 0.651 3.021 -2.598 1.06
O 1.905 2.704 -3.625 -0.32
C 1.621 2.181 -4.920 -0.28
C 1.049 3.243 -5.840 -0.98
O 1.552 3.455 -1.263 -0.39
C 1.324 2.808 -0.014 -0.30
C 2.286 1.651 0.190 -1.07
O 0.693 4.652 -3.087 -0.30
C -0.239 5.569 -2.483 -0.38
C 0.136 5.971 -1.065 -0.84
H 0.944 1.326 -4.838 0.25
H 2.566 1.818 -5.328 0.34
H 0.053 3.552 -5.508 0.25
H 0.962 2.864 -6.861 0.41
H 1.678 4.134 -5.845 0.24
H 0.284 2.484 0.068 0.38
H 1.483 3.553 0.774 0.41
H 2.383 1.027 -0.698 0.30
H 1.962 1.024 1.023 0.13
H 3.289 2.026 0.414 0.35
H -1.246 5.141 -2.514 0.31
H -0.240 6.461 -3.112 0.34
H -0.158 5.199 -0.351 0.11
H -0.382 6.888 -0.774 0.42
H 1.211 6.125 -0.966 0.27
```

Output
* LUMO energy: -4.58 eV
* net charge: +1
* multiplicity: 1